Here is one molecule with the formula C27H34N4O5S in a non-equilibrium geometry from the Open Molecules 2025 dataset. Energies are from ωB97M-V/def2-TZVPD.

Structure (XYZ):
```
71
Properties=species:S:1:pos:R:3:mulliken_charge:R:1
S 2.1030 -4.5553 -0.0496 -0.242
O -0.8807 3.4506 1.0173 -0.524
O -2.8551 2.1441 -2.9961 -0.494
O -5.2494 1.6879 -2.1680 -0.488
O 1.4792 4.2608 0.3810 -0.510
O 4.2498 -1.3402 0.4943 -0.659
N 3.3419 -2.7696 2.0140 -0.043
N -0.4065 -3.7628 0.1449 -1.037
N -1.3445 -2.9145 -0.1301 -0.137
N 1.1955 -2.0762 -0.1256 -0.056
C 3.3367 -1.9199 3.2047 1.625
C 0.2339 -1.1683 -0.2165 -0.732
C -2.9960 1.0591 -2.1862 0.532
C -3.4951 -1.0942 -0.4939 -1.668
C -1.0925 -1.6520 -0.4379 0.639
C -2.1998 -0.8342 -0.9153 -0.443
C 1.2718 2.9308 0.2285 0.954
C 2.7891 -2.7649 4.3537 -1.927
C 2.7123 4.8318 -0.0082 -0.456
C 4.7674 -1.4697 3.5070 -1.800
C 1.8694 0.6649 -0.3392 -1.445
C -0.0260 2.4830 0.5854 0.249
C 2.8261 5.0070 -1.5203 -1.058
C 3.7279 -2.3953 0.7866 0.543
C -4.5391 -0.2771 -0.8956 -0.211
C 2.4369 -0.7058 2.9600 -1.566
C -6.5727 1.6101 -1.6806 -0.476
C -0.3444 1.1470 0.4730 0.187
C -2.2158 3.0923 1.2756 -0.699
C 0.8427 -3.3461 -0.0394 0.141
C 3.5485 -3.4761 -0.2834 -0.793
C -1.9654 0.2315 -1.7921 0.203
C -1.5586 2.5093 -3.3988 -0.757
C -4.3128 0.8110 -1.7243 1.134
C 0.5900 0.2271 -0.0212 0.772
C -6.7101 2.1629 -0.2641 -1.056
C 2.2021 2.0025 -0.2147 -0.670
H 3.4138 -3.6408 4.5162 0.463
H 3.7586 5.5099 -1.7609 0.387
H -7.1499 2.2266 -2.3751 0.367
H -0.9634 0.3991 -2.1523 0.611
H 2.8806 -3.6645 2.0990 0.371
H -2.2928 2.3958 2.1174 0.327
H -5.5333 -0.5011 -0.5440 0.370
H 2.7718 -2.1809 5.2698 0.423
H -6.1252 1.5779 0.4416 0.331
H 2.8138 -0.1298 2.1199 0.296
H -7.7534 2.1405 0.0381 0.396
H 2.8029 4.0456 -2.0273 0.310
H 3.2040 2.3050 -0.4715 0.450
H 3.4819 -2.9975 -1.2599 0.348
H 3.5531 4.2462 0.3824 0.337
H -1.3155 0.7940 0.7781 0.659
H 2.4106 -0.0711 3.8414 0.571
H -6.3553 3.1900 -0.2357 0.298
H 1.9962 5.6078 -1.8835 0.313
H 2.6065 -0.0418 -0.6834 0.489
H 5.1598 -0.9101 2.6632 0.385
H 2.7188 5.8111 0.4783 0.374
H 1.4229 -1.0257 2.7286 0.265
H -3.6765 -1.9285 0.1642 0.487
H -1.6792 3.4258 -3.9740 0.264
H -1.1007 1.7434 -4.0337 0.348
H 4.4112 -4.1438 -0.2714 0.437
H 1.7739 -3.0930 4.1377 0.454
H 4.7817 -0.8363 4.3895 0.441
H -6.9503 0.5817 -1.7378 0.341
H 5.4060 -2.3325 3.6826 0.399
H -2.7221 4.0213 1.5323 0.287
H -2.6930 2.6484 0.3949 0.168
H -0.9080 2.7024 -2.5383 0.201
```

Results
energy above the lowest of the compared OMol25 structures with the same formula, charge and spin = 88.6 kcal per mole
HOMO energy = -0.28348 Eh
structure (SMILES) = CCOc1ccc(-c2nnc(SCC(=O)NC(C)(C)C)nc2-c2ccc(OCC)c(OC)c2)cc1OC
spin multiplicity = 1
strongest force on any atom = 1.2 eV/A
molecular weight = 526.659 g/mol
frontier orbital gap = 7.67 eV
electronic energy = -2042.63767 Eh
charge = 0